# 1
Computed, not measured: 22 unconnected molecules or ions with the total composition C18H76N2O22, with ωB97M-V with the def2-TZVPD basis set.

Cartesian coordinates (Å):
C  1.72946  -1.13450  2.64160
C  0.59386  -0.67717  1.61904
C  0.37090  -2.10007  0.85291
C  -0.91270  -2.19720  0.05066
C  -2.06182  -1.70631  0.98740
C  -1.90904  -0.27650  1.59226
N  -0.58324  -0.14897  2.29374
O  -0.27524  1.18502  2.94535
C  -3.00680  -0.16493  2.64051
C  -2.14132  0.68313  0.48792
C  1.07535  0.17292  0.43313
H  2.58616  -1.33446  1.99804
H  1.60285  -2.05285  3.21493
H  2.04755  -0.38207  3.36324
H  0.19997  -2.88196  1.59286
H  1.20936  -2.28031  0.18016
H  -1.07476  -3.22177  -0.28414
H  -0.93728  -1.60094  -0.86147
H  -2.31891  -2.50045  1.68836
H  -2.95788  -1.67968  0.36735
H  -2.61914  -0.61524  3.55432
H  -3.89869  -0.75446  2.42818
H  -3.31256  0.86208  2.84015
H  -1.77694  0.32772  -0.47594
H  -1.67427  1.62171  0.78627
H  -3.17452  0.99944  0.34459
H  0.94230  1.23045  0.66125
H  0.53644  0.00750  -0.49977
H  2.12916  0.05802  0.17938
C  0.42046  1.11396  -3.36554
C  1.50139  2.20614  -3.58191
C  2.86559  1.82062  -2.77260
C  3.84412  0.84516  -3.51139
C  4.13015  1.29236  -4.96678
C  2.82848  1.55065  -5.77982
N  1.92025  2.48316  -5.00362
O  0.98293  3.31619  -5.78034
C  2.12329  0.21796  -6.12343
C  3.29399  2.05070  -7.16744
C  1.04365  3.47175  -2.76759
H  -0.43610  1.12496  -4.03955
H  -0.03688  1.10847  -2.37615
H  0.90862  0.13948  -3.35178
H  2.64486  1.31066  -1.83488
H  3.45791  2.73249  -2.69682
H  3.29774  -0.09599  -3.57321
H  4.79476  0.56710  -3.05634
H  4.68095  0.39769  -5.25710
H  4.80432  2.14885  -4.96962
H  1.27684  0.31054  -6.80391
H  1.66838  -0.15563  -5.20605
H  2.86663  -0.47490  -6.51775
H  2.44044  2.09885  -7.84363
H  4.08349  1.50808  -7.68740
H  3.72866  3.04301  -7.04712
H  0.05202  3.86563  -2.99034
H  1.68182  4.35529  -2.78128
H  1.07553  3.22639  -1.70604
O  2.89021  3.93171  0.92875
H  1.95247  3.96814  1.11728
H  3.15592  3.05354  1.20159
O  -3.29212  4.13971  4.00573
H  -3.99612  3.66440  4.44698
H  -2.99674  3.54527  3.31608
O  -3.09567  -2.63305  5.20606
H  -3.90673  -2.59404  4.69920
H  -3.23193  -3.35305  5.82190
O  -5.97856  1.53838  3.61942
H  -5.70823  2.42299  3.37322
H  -6.90902  1.62116  3.82825
O  -1.61930  -0.36619  6.09099
H  -1.68985  0.00234  5.21041
H  -2.22352  -1.10858  6.08957
O  -3.72848  -3.42515  -1.92753
H  -2.81294  -3.14714  -1.95435
H  -3.80395  -4.07071  -2.63023
O  0.82558  -2.71709  -2.79163
H  0.21861  -2.47362  -3.49058
H  0.72704  -2.02604  -2.13668
O  1.94412  -5.25581  3.00525
H  1.94731  -5.42174  3.94796
H  1.04511  -5.43899  2.73238
O  -0.31103  -5.82313  2.00105
H  -0.82639  -6.55041  1.65219
H  -0.96255  -5.18379  2.28915
O  -5.44033  0.00729  0.13782
H  -5.01174  0.17808  0.97650
H  -6.16882  0.62757  0.10990
O  5.43524  -2.66867  1.50400
H  4.80944  -2.45549  2.19621
H  5.05556  -2.28852  0.71181
O  -3.79928  0.03919  -2.20127
H  -4.41755  0.37352  -1.55150
H  -3.75708  -0.90171  -2.03051
O  -2.28146  2.28483  -2.38821
H  -2.87935  1.57898  -2.14216
H  -1.57991  1.84775  -2.87095
O  -4.88134  -3.98889  2.21888
H  -4.15772  -3.87855  1.60209
H  -5.29306  -4.81357  1.96075
O  -0.18501  3.57237  1.45037
H  -0.18982  2.67509  1.78368
H  -0.77369  3.55127  0.69589
O  3.92524  -2.79466  3.70354
H  3.75560  -2.27035  4.48620
H  3.13931  -3.33094  3.59894
O  -2.06032  3.97556  -0.32751
H  -1.98246  4.78075  -0.83921
H  -2.38219  3.32489  -0.95142
O  2.81400  1.98198  2.79702
H  3.39085  1.23761  2.96848
H  1.95092  1.68911  3.08950
O  0.52133  2.01728  5.77220
H  0.79242  1.12945  6.00564
H  0.22760  1.94751  4.86386
O  5.17721  -0.80376  -0.97488
H  4.41864  -0.77794  -1.55809
H  5.88171  -1.16435  -1.51329

Calculated values
**Energy relative to the best compared isomer or geometry (same formula, charge and spin)**: 398.70 kJ/mol
**Net charge**: -2
**Kohn-Sham gap**: 0.088 Eh

Here are the Löwdin charges for atoms 1 to 2, given in e: -0.03, -0.42



# 2
Computed, not measured: a molecular structure, C18H7AgCl5N3O8Te, with ωB97M-V with the def2-TZVPD basis set.

Cartesian coordinates (Å):
Ag  -0.60264  0.51358  -0.78330
Cl  -3.24703  -4.41560  4.54422
C  -2.80176  -3.48545  3.14835
C  -1.84812  -2.47170  3.23769
Cl  -1.10462  -2.15048  4.77067
C  -1.48760  -1.72276  2.13158
Cl  -0.30598  -0.47307  2.26189
C  -2.06531  -1.94181  0.83964
O  -1.77076  -1.28856  -0.19657
C  -3.03566  -2.99234  0.79773
Cl  -3.76637  -3.30010  -0.73970
C  -3.38917  -3.73311  1.91002
Cl  -4.57907  -4.98790  1.77131
Te  0.01542  3.06590  -0.39852
C  -1.76853  3.97171  -1.10217
C  -1.70397  5.12198  -1.89217
C  -2.85475  5.75167  -2.34992
C  -4.10694  5.24393  -2.03332
C  -4.18862  4.09262  -1.25855
C  -3.03768  3.46726  -0.80261
H  -0.73227  5.52142  -2.15764
H  -2.76985  6.64162  -2.96476
H  -5.00648  5.73178  -2.39079
H  -5.15804  3.67436  -1.01019
H  -3.11510  2.56406  -0.20892
O  5.60038  -0.81626  -6.28385
N  4.47876  -0.32838  -6.19733
O  3.78946  -0.07023  -7.17993
C  3.94594  -0.04489  -4.90168
C  2.66634  0.52743  -4.77750
C  2.18404  0.79462  -3.54458
C  2.86610  0.52405  -2.27736
O  2.33750  0.70251  -1.18757
C  4.20392  -0.01958  -2.51993
C  4.69431  -0.31237  -3.76889
N  5.09425  -0.29851  -1.40146
O  4.92364  0.29752  -0.36009
O  5.99816  -1.11329  -1.57697
N  0.84613  1.38653  -3.44281
O  0.75045  2.58472  -3.33884
O  -0.09532  0.60870  -3.31743
H  2.08909  0.74793  -5.66459
H  5.67855  -0.74521  -3.86177

Calculated values
**Energy relative to the best compared isomer or geometry (same formula, charge and spin)**: 21.78 kJ/mol
**Net charge**: -2
**Kohn-Sham gap**: 0.205 Eh

Here are the Löwdin charges for atoms 1 to 2, given in e: 0.49, 0.60